No. 1
{"formula": "C9H12NP", "method": "wB97M-V/def2-TZVPD", "s2": 2.04, "lumo_ev": [0.9, -2.5], "multiplicity": 3, "e_above_lowest_kcal_mol": 79.9, "orbital_gap_ev": [5.37, 6.19], "species": ["C", "C", "C", "C", "C", "C", "C", "C", "C", "N", "P", "H", "H", "H", "H", "H", "H", "H", "H", "H", "H", "H", "H"], "coordinates": [[-2.296, -1.753, 0.428], [-1.535, -1.988, 1.527], [-1.996, -0.878, -0.610], [-0.393, -1.261, 1.676], [-0.793, -0.230, -0.478], [0.025, -0.474, 0.638], [0.546, 3.338, -0.446], [-0.618, 3.264, -0.171], [1.264, 0.352, 0.815], [1.930, 0.705, -0.449], [2.241, -0.315, -1.532], [-3.297, -2.366, 0.453], [-1.910, -2.752, 2.224], [-2.842, -0.634, -1.289], [0.231, -1.523, 2.504], [-0.572, 0.587, -1.216], [1.408, 3.015, -0.951], [2.998, -1.428, -1.186], [-1.527, 3.469, 0.247], [0.888, 1.342, 1.082], [2.041, -0.009, 1.367], [1.210, -0.824, -2.279], [2.994, 0.363, -2.353]]}

No. 2
{"formula": "C9H12NS2", "method": "wB97M-V/def2-TZVPD", "smiles": "SC1(S)C[NH2+]Cc2ccccc21", "lumo_ev": -3.3, "total_charge": 1, "e_above_lowest_kcal_mol": 11.5, "orbital_gap_ev": 9.56, "species": ["S", "C", "S", "C", "N", "C", "C", "C", "C", "C", "C", "C", "H", "H", "H", "H", "H", "H", "H", "H", "H", "H", "H", "H"], "coordinates": [[-1.065, -1.685, -2.066], [-1.252, -0.557, -0.637], [-2.785, -0.896, 0.267], [-1.484, 0.815, -1.272], [-0.137, 1.276, -1.821], [0.741, 1.669, -0.687], [0.883, 0.523, 0.302], [1.901, 0.476, 1.269], [2.015, -0.588, 2.184], [1.215, -1.692, 2.115], [0.152, -1.599, 1.180], [-0.048, -0.525, 0.341], [-2.223, -2.192, -2.148], [-2.185, -0.838, 1.432], [-2.040, 0.915, -2.183], [-1.859, 1.624, -0.528], [-0.132, 2.034, -2.563], [0.284, 0.447, -2.268], [0.318, 2.684, -0.274], [1.720, 1.863, -1.013], [2.581, 1.373, 1.354], [2.622, -0.409, 3.116], [1.425, -2.443, 2.835], [-0.646, -2.276, 1.064]]}

No. 3
{"formula": "C9H12O", "method": "wB97M-V/def2-TZVPD", "smiles": "C[C@@]1(O)/C=C/C=C\\C=C/C1", "lumo_ev": 0.5, "e_above_lowest_kcal_mol": 55.3, "orbital_gap_ev": 8.87, "species": ["C", "C", "O", "C", "C", "C", "C", "C", "C", "C", "H", "H", "H", "H", "H", "H", "H", "H", "H", "H", "H", "H"], "coordinates": [[-0.308, -0.866, -2.444], [-0.711, -0.742, -0.978], [-1.957, -1.382, -0.863], [0.279, -1.202, 0.042], [1.470, -0.589, 0.171], [2.021, -0.026, 1.400], [1.321, 0.877, 2.122], [-0.077, 1.232, 1.903], [-0.948, 1.152, 0.877], [-0.816, 0.799, -0.579], [-0.511, -1.884, -2.772], [0.745, -0.647, -2.588], [-0.904, -0.188, -3.048], [-2.210, -1.421, 0.066], [-0.187, -1.568, 0.954], [2.005, -0.280, -0.723], [3.065, -0.198, 1.636], [1.784, 1.337, 2.983], [-0.513, 1.658, 2.803], [-1.955, 1.471, 1.127], [-1.680, 1.207, -1.109], [0.088, 1.259, -0.979]]}

No. 4
{"formula": "C9H12O2S", "method": "wB97M-V/def2-TZVPD", "smiles": "CC1=C(C)C(=S(=O)=O)[C@@H](C)C=C1", "lumo_ev": [-1.5, -1.6], "e_above_lowest_kcal_mol": 87.2, "orbital_gap_ev": [7.06, 6.42], "species": ["C", "C", "C", "C", "C", "S", "O", "O", "C", "C", "C", "C", "H", "H", "H", "H", "H", "H", "H", "H", "H", "H", "H", "H"], "coordinates": [[2.375, 1.606, 0.562], [1.222, 0.668, 0.577], [-0.053, 0.979, 0.174], [-0.623, 2.389, -0.146], [-1.119, -0.124, -0.091], [-2.841, 0.159, 0.165], [-3.555, -1.079, -0.157], [-3.214, 1.406, -0.490], [-0.666, -1.555, 0.128], [-0.586, -2.377, -1.186], [0.652, -1.696, 0.698], [1.484, -0.690, 0.894], [2.457, 2.713, 0.895], [2.847, 1.688, -0.438], [3.205, 1.171, 1.114], [-0.017, 2.723, -0.957], [-0.371, 3.151, 0.639], [-1.585, 2.393, -0.519], [-1.439, -2.061, 0.708], [-1.545, -2.646, -1.648], [-0.122, -3.277, -1.003], [-0.106, -1.938, -2.131], [1.050, -2.748, 0.919], [2.550, -0.857, 1.291]]}

No. 5
{"formula": "C9H13AgNO3Se", "method": "wB97M-V/def2-TZVPD", "lumo_ev": 3.2, "total_charge": -1, "e_above_lowest_kcal_mol": 9.3, "orbital_gap_ev": 7.16, "species": ["Ag", "N", "C", "C", "C", "O", "O", "H", "H", "H", "H", "H", "H", "Se", "C", "C", "C", "C", "C", "C", "H", "H", "H", "H", "H", "O", "H", "H"], "coordinates": [[0.377, -1.090, -0.125], [-1.124, 0.943, 0.493], [-2.185, 0.578, 1.443], [-3.007, -0.601, 0.930], [-2.115, -1.830, 0.777], [-1.845, -2.450, 1.829], [-1.668, -2.067, -0.386], [-0.505, 1.647, 0.875], [-1.514, 1.302, -0.370], [-2.861, 1.414, 1.662], [-1.703, 0.290, 2.379], [-3.474, -0.349, -0.026], [-3.785, -0.820, 1.663], [2.699, -0.342, -0.753], [3.411, -1.807, -1.761], [4.607, -2.418, -1.378], [5.158, -3.460, -2.115], [4.523, -3.928, -3.258], [3.329, -3.332, -3.651], [2.785, -2.287, -2.917], [5.104, -2.066, -0.482], [6.087, -3.914, -1.789], [4.945, -4.745, -3.829], [2.812, -3.687, -4.535], [1.852, -1.834, -3.227], [0.480, -1.255, 2.665], [1.246, -1.833, 2.684], [-0.294, -1.836, 2.495]]}

No. 6
{"formula": "C9H13Cl4INO4", "method": "wB97M-V/def2-TZVPD", "lumo_ev": 1.8, "total_charge": -1, "orbital_gap_ev": 5.52, "species": ["C", "C", "O", "C", "C", "N", "C", "C", "O", "O", "C", "C", "O", "I", "H", "H", "H", "H", "H", "H", "H", "H", "H", "H", "H", "H", "H", "C", "Cl", "Cl", "Cl", "Cl"], "coordinates": [[1.900, -3.243, 0.400], [2.466, -2.267, -0.736], [1.471, -2.212, -1.757], [1.339, -0.910, -2.355], [-0.187, -0.526, -2.368], [-0.814, -0.329, -1.049], [-1.490, -1.545, -0.540], [-2.966, -1.541, -1.116], [-3.176, -1.434, -2.349], [-3.991, -1.673, -0.330], [0.080, 0.277, -0.074], [-0.712, 1.046, 1.076], [-0.931, 0.492, 2.101], [-1.377, 3.105, 0.836], [2.643, -4.043, 0.626], [0.958, -3.708, 0.005], [1.605, -2.625, 1.281], [2.683, -1.280, -0.255], [3.440, -2.712, -1.078], [1.641, -1.030, -3.440], [2.021, -0.132, -1.931], [-0.370, 0.332, -3.078], [-0.724, -1.397, -2.837], [-0.953, -2.503, -0.749], [-1.593, -1.448, 0.574], [0.744, -0.456, 0.468], [0.677, 1.082, -0.589], [-0.877, 6.136, 3.853], [-1.976, 4.978, 4.619], [0.777, 5.503, 3.903], [-1.363, 6.384, 2.168], [-0.946, 7.682, 4.722]]}

No. 7
{"formula": "C9H13ClO", "method": "wB97M-V/def2-TZVPD", "lumo_ev": 0.7, "e_above_lowest_kcal_mol": 41.9, "orbital_gap_ev": 8.04, "species": ["C", "C", "C", "C", "C", "C", "C", "C", "C", "O", "Cl", "H", "H", "H", "H", "H", "H", "H", "H", "H", "H", "H", "H", "H"], "coordinates": [[0.581, -1.158, 1.570], [0.628, -1.734, -0.932], [1.359, -1.074, 0.254], [-0.288, 0.039, 1.145], [0.668, 0.283, -0.055], [-0.122, -0.445, -1.163], [-1.581, -0.338, 0.410], [1.382, 1.580, -0.309], [-2.547, 0.766, 0.124], [-0.499, 0.063, -2.357], [-2.351, -1.838, 0.842], [0.058, -2.091, 1.761], [1.205, -0.916, 2.428], [1.291, -1.984, -1.764], [0.024, -2.608, -0.687], [2.437, -1.199, 0.293], [-0.427, 0.811, 1.907], [2.156, 1.440, -1.062], [1.846, 1.948, 0.604], [0.680, 2.327, -0.674], [-3.224, 0.490, -0.684], [-1.999, 1.659, -0.168], [-3.149, 0.999, 1.009], [-0.807, -0.653, -2.926]]}

No. 8
{"formula": "C9H13F4N2", "method": "wB97M-V/def2-TZVPD", "lumo_ev": -3.1, "total_charge": 1, "e_above_lowest_kcal_mol": 31.9, "orbital_gap_ev": 9.82, "species": ["C", "C", "C", "C", "C", "C", "C", "C", "C", "N", "N", "F", "F", "F", "F", "H", "H", "H", "H", "H", "H", "H", "H", "H", "H", "H", "H", "H"], "coordinates": [[4.179, 1.244, -2.998], [2.878, 1.163, -2.919], [3.666, 0.656, -0.950], [-4.604, -1.185, 1.028], [-3.516, -0.113, 1.075], [-2.397, -0.315, 2.090], [-1.270, 0.539, 1.616], [-0.183, 0.219, 0.948], [0.534, -1.160, 0.604], [4.685, 0.795, -1.760], [2.531, 0.726, -1.640], [0.658, 1.167, 0.626], [1.851, -0.895, 0.348], [0.146, -1.659, -0.590], [0.482, -2.021, 1.565], [4.855, 1.400, -3.817], [2.175, 1.076, -3.767], [3.598, 0.168, 0.011], [-5.539, -0.878, 0.555], [-4.702, -1.613, 1.978], [-4.255, -1.803, 0.322], [-3.984, 0.807, 1.501], [-3.061, -0.011, 0.038], [-2.641, -0.057, 3.167], [-1.987, -1.316, 2.110], [-1.523, 1.622, 1.632], [1.647, 0.671, -1.218], [5.777, 0.773, -1.553]]}

In the order shown, the computed E_tot values come out to -20296.802, -32680.600, -11572.531, -24453.511, -86525.174, -77413.519, -24110.711, -23385.935 eV.